{
  "formula": "C42H46As3Br2F4O3PPt",
  "method": "ωB97M-V/def2-TZVPD",
  "species": ["Pt", "C", "As", "C", "C", "C", "C", "C", "As", "C", "C", "C", "As", "C", "C", "H", "H", "H", "H", "H", "H", "H", "H", "H", "H", "H", "H", "H", "H", "H", "H", "H", "H", "H", "H", "H", "H", "H", "H", "H", "H", "H", "F", "C", "C", "F", "C", "F", "C", "P", "C", "C", "C", "C", "C", "C", "C", "C", "C", "C", "C", "C", "C", "Br", "C", "F", "H", "H", "H", "H", "H", "H", "H", "H", "H", "H", "Br", "C", "C", "C", "C", "C", "C", "H", "H", "H", "H", "O", "C", "C", "C", "C", "C", "C", "C", "O", "O", "H", "H", "H", "H", "H"],
  "coordinates": [[-0.366, -0.070, -0.618], [-1.633, -1.458, 2.424], [-0.158, -0.298, 1.958], [-0.336, 1.008, 3.385], [1.316, -1.440, 2.572], [2.808, -1.142, 2.302], [3.584, -1.978, 3.339], [3.274, -1.599, 0.911], [2.508, -0.787, -0.717], [3.269, -2.052, -1.984], [3.744, 0.688, -1.064], [3.107, 0.354, 2.533], [4.910, 0.805, 3.113], [6.044, 1.272, 1.635], [4.733, 2.421, 4.138], [-1.407, -1.988, 3.349], [-1.805, -2.168, 1.618], [-2.517, -0.842, 2.575], [-0.394, 0.466, 4.329], [-1.261, 1.556, 3.222], [0.485, 1.722, 3.417], [1.070, -2.424, 2.173], [1.163, -1.472, 3.655], [3.272, -3.022, 3.310], [3.415, -1.608, 4.356], [4.661, -1.958, 3.132], [3.072, -2.667, 0.802], [4.361, -1.475, 0.834], [4.356, -1.976, -1.964], [2.902, -1.816, -2.980], [2.966, -3.067, -1.732], [4.769, 0.391, -0.842], [3.474, 1.590, -0.513], [3.675, 0.916, -2.127], [2.495, 0.752, 3.344], [2.951, 0.966, 1.638], [6.305, 0.402, 1.039], [6.950, 1.736, 2.020], [5.467, 1.986, 1.043], [4.069, 2.269, 4.986], [4.316, 3.156, 3.445], [5.707, 2.752, 4.492], [-8.054, -1.952, -0.458], [-6.870, -1.374, -0.530], [-6.752, -0.012, -0.350], [-7.827, 0.724, -0.111], [-5.507, 0.583, -0.434], [-5.490, 1.915, -0.316], [-4.342, -0.146, -0.662], [-2.717, 0.711, -0.763], [-2.766, 1.374, -2.448], [-2.090, 0.662, -3.440], [-2.188, 1.055, -4.767], [-2.954, 2.162, -5.106], [-3.621, 2.879, -4.120], [-3.538, 2.485, -2.793], [-2.843, 2.074, 0.419], [-2.297, 3.318, 0.124], [-2.371, 4.348, 1.055], [-2.994, 4.140, 2.277], [-3.533, 2.895, 2.579], [-3.445, 1.861, 1.661], [-4.495, -1.522, -0.873], [-3.060, -2.639, -1.328], [-5.739, -2.122, -0.809], [-5.886, -3.423, -1.018], [-1.499, -0.212, -3.182], [-1.674, 0.494, -5.536], [-3.040, 2.462, -6.142], [-4.215, 3.744, -4.386], [-4.070, 3.043, -2.033], [-1.832, 3.492, -0.840], [-1.954, 5.319, 0.815], [-3.079, 4.953, 2.987], [-4.039, 2.736, 3.524], [-3.886, 0.898, 1.893], [1.642, 6.148, -1.813], [1.255, 4.348, -1.482], [1.199, 3.896, -0.166], [0.899, 2.567, 0.076], [0.612, 1.696, -0.985], [0.760, 2.153, -2.302], [1.048, 3.484, -2.554], [1.365, 4.587, 0.650], [0.845, 2.223, 1.102], [0.626, 1.478, -3.138], [1.119, 3.851, -3.569], [0.705, -4.158, -3.780], [0.665, -4.798, -2.596], [0.984, -6.154, -2.592], [0.958, -6.868, -1.414], [0.619, -6.255, -0.203], [0.313, -4.916, -0.199], [0.336, -4.163, -1.387], [0.050, -2.724, -1.354], [-0.002, -2.027, -2.386], [-0.113, -2.160, -0.187], [0.414, -3.236, -3.623], [1.226, -6.625, -3.536], [1.196, -7.924, -1.431], [0.592, -6.829, 0.713], [0.035, -4.422, 0.723]],
  "atomic_forces_ev_per_a": [[0.263, 0.469, 0.793], [0.010, -0.064, 0.069], [-0.205, -0.081, -0.303], [0.111, 0.084, -0.011], [0.040, 0.102, -0.038], [0.078, -0.123, -0.003], [0.017, 0.084, 0.001], [0.040, 0.143, 0.049], [-0.007, 0.132, 0.074], [-0.022, -0.049, -0.034], [0.052, -0.002, 0.028], [-0.074, -0.244, 0.087], [-0.088, 0.302, -0.163], [0.177, -0.127, 0.031], [0.100, -0.061, 0.163], [-0.026, 0.000, 0.015], [0.025, 0.010, -0.012], [-0.033, -0.002, -0.011], [0.003, 0.040, 0.035], [-0.035, 0.045, 0.002], [-0.014, -0.007, -0.014], [0.041, -0.037, -0.005], [-0.020, -0.058, 0.024], [0.004, -0.002, -0.016], [-0.013, -0.034, -0.023], [-0.037, -0.022, 0.019], [-0.001, -0.026, 0.052], [0.006, -0.063, 0.008], [0.000, -0.031, 0.002], [0.006, -0.001, -0.022], [-0.038, 0.006, 0.000], [-0.011, -0.001, -0.036], [0.003, -0.018, -0.022], [0.006, 0.046, 0.003], [-0.010, -0.012, 0.014], [-0.086, 0.018, 0.006], [-0.049, 0.001, -0.016], [-0.027, 0.025, -0.003], [0.067, -0.002, -0.057], [-0.036, -0.003, -0.036], [-0.010, 0.053, 0.063], [-0.001, 0.008, -0.048], [0.083, 0.019, -0.015], [-0.167, -0.095, 0.005], [-0.159, 0.125, 0.045], [0.069, -0.035, -0.024], [0.021, 0.133, -0.053], [0.049, -0.070, -0.018], [0.034, -0.021, 0.169], [-0.107, -0.291, -0.366], [-0.031, 0.072, 0.003], [-0.016, -0.039, -0.004], [-0.020, 0.029, 0.016], [-0.002, 0.005, -0.003], [0.008, -0.009, 0.024], [0.040, 0.033, -0.012], [-0.005, -0.033, 0.055], [0.030, 0.053, 0.020], [0.032, -0.042, -0.036], [-0.005, 0.015, 0.011], [0.011, -0.030, -0.001], [-0.003, 0.048, 0.012], [0.011, 0.027, 0.027], [-0.047, 0.006, -0.001], [-0.002, -0.107, -0.011], [0.035, 0.043, 0.020], [-0.026, -0.016, -0.004], [-0.010, -0.008, 0.012], [0.019, 0.011, 0.024], [0.001, -0.025, 0.007], [-0.007, -0.023, -0.024], [0.010, 0.010, 0.024], [-0.029, -0.019, -0.008], [0.012, -0.022, -0.013], [0.026, -0.004, -0.026], [-0.036, 0.021, 0.002], [0.034, 0.141, -0.024], [0.006, -0.030, -0.012], [-0.057, -0.092, 0.026], [0.097, 0.060, -0.150], [-0.093, -0.077, -0.061], [0.068, 0.003, 0.015], [-0.029, -0.030, 0.019], [0.001, 0.007, -0.009], [-0.046, 0.002, 0.026], [-0.026, -0.007, 0.007], [-0.010, 0.005, 0.012], [-0.054, 0.069, 0.265], [-0.019, 0.176, -0.210], [-0.006, -0.206, 0.006], [0.007, -0.052, -0.020], [0.032, -0.038, -0.031], [0.001, 0.092, -0.017], [-0.024, -0.014, 0.141], [0.040, 0.117, 0.359], [0.018, -0.012, -0.172], [0.007, -0.382, -0.628], [0.022, -0.048, -0.042], [0.017, 0.014, 0.044], [0.000, 0.031, -0.004], [-0.012, -0.002, -0.023], [-0.001, 0.020, -0.039]],
  "charge": 2,
  "multiplicity": 5,
  "e_lumo_ev": [-4.52, -8.75],
  "de_lowest_kj_mol": 56.03,
  "e_tot_ev": -396431.576,
  "orbital_gap_ev": [7.20, 3.78]
}